No. 1
C10H11N3O3S | ωB97M-V/def2-TZVPD

Net charge = 0
Lowest unoccupied orbital energy = 0.6 eV
Energy above the lowest of the compared OMol25 structures with the same formula, charge and spin = 119.2 kJ/mol
Gap between HOMO and LUMO = 9.4546 eV

Atoms and positions in Å:
C -5.54 -0.03 1.55
C -4.25 -0.29 0.87
C -2.98 0.18 1.08
C -2.22 -0.46 0.07
N -2.98 -1.23 -0.67
O -4.24 -1.13 -0.18
N -0.86 -0.37 -0.13
H -0.58 -0.78 -1.01
S -0.08 1.11 0.21
O -0.22 1.36 1.61
O -0.55 2.11 -0.70
C 1.57 0.62 -0.21
C 2.36 0.02 0.75
C 3.61 -0.45 0.40
C 4.07 -0.33 -0.92
C 3.25 0.29 -1.87
C 2.01 0.76 -1.51
H 1.36 1.25 -2.22
H 3.60 0.40 -2.88
N 5.32 -0.76 -1.26
H 5.80 -1.38 -0.63
H 5.55 -0.84 -2.24
H 4.24 -0.92 1.14
H 1.99 -0.07 1.76
H -2.62 0.86 1.82
H -6.36 -0.40 0.93
H -5.57 -0.56 2.51
H -5.67 1.03 1.74

=====

No. 2
C18H47BN18O14 | ωB97M-V/def2-TZVPD

Net charge = 0
Lowest unoccupied orbital energy = -1.3 eV
Gap between HOMO and LUMO = 7.4817 eV

Atoms and positions in Å:
C -0.32 0.98 1.07
C -0.88 -0.11 0.14
C -0.48 -1.51 0.61
C 0.94 -1.84 0.26
C 1.50 -1.71 -0.95
C 2.91 -1.97 -1.18
O 3.53 -1.44 -2.10
C 3.58 -2.88 -0.23
O 4.75 -3.45 -0.60
B 4.86 -3.95 -1.91
O 4.19 -5.08 -2.28
O 5.70 -3.34 -2.79
C 3.04 -3.08 0.97
C 1.82 -2.35 1.36
O 1.58 -2.14 2.53
H -0.96 1.85 1.07
H -0.23 0.62 2.09
H 0.66 1.32 0.72
H -0.52 0.09 -0.87
H -1.96 -0.03 0.10
H -0.51 -1.49 1.70
H -1.14 -2.29 0.22
H 0.90 -1.37 -1.79
H 3.99 -5.02 -3.22
H 5.68 -2.39 -2.62
H 3.49 -3.75 1.70
C -3.31 2.81 2.98
O -2.82 1.81 2.49
N -2.61 3.60 3.85
N -4.59 3.23 2.72
H -2.98 4.43 4.28
H -1.67 3.33 4.07
H -5.14 2.68 2.07
H -4.98 4.05 3.13
C 6.41 -4.81 2.60
O 5.30 -4.52 3.02
N 6.79 -4.55 1.32
N 7.35 -5.40 3.39
H 7.70 -4.76 0.96
H 6.10 -4.12 0.72
H 7.09 -5.60 4.34
H 8.27 -5.64 3.07
C -5.91 0.61 -0.38
O -5.72 1.17 0.69
N -6.10 -0.75 -0.46
N -5.92 1.28 -1.57
H -6.25 -1.24 -1.32
H -6.08 -1.26 0.41
H -5.78 2.28 -1.56
H -6.07 0.82 -2.45
C 4.65 2.52 -2.99
O 4.55 3.73 -3.04
N 3.66 1.72 -2.49
N 5.76 1.86 -3.43
H 3.73 0.71 -2.45
H 2.83 2.16 -2.16
H 6.51 2.41 -3.80
H 5.86 0.86 -3.40
C -4.76 4.08 -3.52
O -5.21 4.00 -2.39
N -3.46 4.42 -3.76
N -5.53 3.83 -4.63
H -3.07 4.49 -4.68
H -2.88 4.60 -2.97
H -6.49 3.58 -4.49
H -5.18 3.89 -5.57
C 3.62 -2.04 5.63
O 2.69 -1.28 5.85
N 3.84 -2.55 4.39
N 4.48 -2.44 6.61
H 4.58 -3.21 4.18
H 3.23 -2.25 3.65
H 4.32 -2.09 7.54
H 5.24 -3.08 6.45
C -8.89 5.56 -5.40
O -8.67 4.47 -5.90
N -10.10 6.19 -5.53
N -7.95 6.21 -4.66
H -10.30 7.08 -5.13
H -10.80 5.73 -6.07
H -7.06 5.75 -4.56
H -8.09 7.10 -4.22
C 1.22 2.95 5.92
O 0.30 3.72 6.15
N 2.44 3.39 5.46
N 1.13 1.60 6.09
H 3.21 2.78 5.26
H 2.55 4.38 5.32
H 0.25 1.24 6.41
H 1.87 0.95 5.90
C 0.14 -4.76 -3.14
O 0.26 -3.58 -2.89
N -0.89 -5.25 -3.89
N 1.03 -5.70 -2.70
H -1.01 -6.22 -4.11
H -1.56 -4.58 -4.23
H 1.79 -5.39 -2.11
H 0.94 -6.68 -2.89

=====

No. 3
C35H75ClN2O7 | ωB97M-V/def2-TZVPD

Net charge = 0
Lowest unoccupied orbital energy = 0.5 eV
Gap between HOMO and LUMO = 8.9827 eV

Atoms and positions in Å:
C -0.52 -3.24 0.53
C 0.43 -3.38 -0.53
C 1.59 -3.53 -1.66
C 2.16 -5.05 -1.46
C 2.25 -5.56 0.09
C 1.27 -6.21 -2.26
C 2.04 -6.79 -3.61
C 1.33 -6.35 -5.02
N 0.76 -3.29 -2.94
C 0.46 -1.83 -3.15
O -0.46 -1.25 -3.95
C 1.60 -1.11 -2.17
N 1.13 -0.17 -1.09
C 0.17 0.89 -1.58
C -0.27 1.83 -0.27
C 0.80 3.03 0.06
C 2.70 -2.28 -1.86
O 3.21 -2.65 -3.18
C 4.43 -2.00 -3.60
C 4.21 -0.73 -4.67
C 5.16 -1.00 -6.00
C 3.63 -2.26 -0.53
Cl 5.09 -3.46 -0.58
C 4.09 -0.81 0.05
C 4.48 0.35 -1.02
H -1.29 -2.81 1.33
H 3.24 -5.11 -1.95
H 2.90 -6.56 0.08
H 1.18 -5.91 0.47
H 2.80 -4.84 0.83
H 1.16 -7.15 -1.54
H 0.19 -5.84 -2.54
H 3.17 -6.46 -3.68
H 2.06 -7.98 -3.58
H 1.18 -7.24 -5.78
H 2.01 -5.55 -5.58
H 0.29 -5.83 -4.80
H 0.99 -3.88 -3.76
H 2.06 -0.33 -2.95
H 0.82 -0.64 -0.22
H -0.83 0.48 -2.03
H 0.78 1.60 -2.28
H -0.52 1.17 0.66
H -1.28 2.36 -0.60
H 1.02 3.70 -0.90
H 0.27 3.76 0.83
H 1.79 2.68 0.57
H 5.18 -1.67 -2.77
H 5.03 -2.80 -4.26
H 3.05 -0.71 -4.94
H 4.59 0.27 -4.18
H 6.29 -0.85 -5.69
H 5.05 -2.12 -6.35
H 4.80 -0.26 -6.84
H 2.96 -2.72 0.35
H 3.23 -0.37 0.75
H 5.02 -0.98 0.77
H 5.66 0.29 -1.19
H 4.00 0.29 -2.08
H 4.30 1.45 -0.60
C 4.62 -4.13 5.02
C 3.52 -3.20 4.54
C 2.27 -3.97 4.16
O 3.99 -2.46 3.41
H 4.91 -4.83 4.23
H 5.52 -3.56 5.28
H 4.30 -4.70 5.90
H 3.28 -2.48 5.33
H 2.48 -4.67 3.34
H 1.49 -3.29 3.80
H 1.88 -4.54 5.01
H 4.20 -3.09 2.71
C -4.73 2.24 0.89
C -3.84 3.34 1.44
C -4.67 4.54 1.89
O -2.92 3.76 0.44
H -5.29 2.58 0.01
H -4.12 1.39 0.56
H -5.44 1.89 1.64
H -3.26 2.96 2.29
H -5.23 4.97 1.05
H -4.02 5.33 2.27
H -5.38 4.26 2.67
H -3.43 4.10 -0.32
C -6.10 6.11 5.88
C -6.96 4.96 5.38
C -7.66 4.25 6.53
O -6.15 4.03 4.68
H -5.32 5.74 6.56
H -5.59 6.60 5.05
H -6.70 6.85 6.42
H -7.71 5.34 4.68
H -6.93 3.82 7.23
H -8.27 3.42 6.16
H -8.31 4.94 7.09
H -5.48 3.68 5.30
C -2.10 7.21 5.61
C -2.36 6.22 6.73
C -1.05 5.68 7.30
O -3.14 5.14 6.23
H -1.57 6.74 4.78
H -3.05 7.58 5.20
H -1.51 8.06 5.96
H -2.93 6.70 7.53
H -0.48 5.15 6.53
H -1.25 4.95 8.09
H -0.43 6.48 7.70
H -2.64 4.70 5.53
C -3.08 -0.39 -7.67
C -1.71 0.27 -7.67
C -0.61 -0.74 -7.94
O -1.49 0.89 -6.41
H -3.15 -1.15 -6.88
H -3.87 0.35 -7.46
H -3.29 -0.86 -8.63
H -1.69 1.06 -8.43
H -0.59 -1.51 -7.16
H 0.37 -0.25 -7.92
H -0.75 -1.22 -8.91
H -1.51 0.20 -5.72

=====

No. 4
C5H13N2OS | ωB97M-V/def2-TZVPD

Net charge = +1
Lowest unoccupied orbital energy = -2.9 eV
Energy above the lowest of the compared OMol25 structures with the same formula, charge and spin = 109.7 kJ/mol
Gap between HOMO and LUMO = 10.7738 eV

Atoms and positions in Å:
C -0.83 -0.61 -0.06
C 2.34 0.96 -1.13
C 1.49 0.52 1.33
C -3.42 0.37 0.36
C 1.18 0.69 -0.12
N 0.45 -0.53 -0.45
N -1.32 -1.85 -0.04
O 1.17 -1.70 -0.73
S -1.66 0.96 0.29
H 2.14 0.48 -2.08
H 2.31 2.13 -1.29
H 3.30 0.75 -0.65
H 0.53 0.60 1.86
H 2.21 1.21 1.88
H 1.84 -0.46 1.40
H -3.98 1.28 0.36
H -3.57 -0.02 1.32
H -3.67 -0.08 -0.55
H 0.41 1.45 -0.39
H -0.55 -2.58 -0.15
H -2.29 -2.04 0.18
H 1.91 -1.52 -1.33

=====

No. 5
C43H54AsN16RbS2 | ωB97M-V/def2-TZVPD

Net charge = -2
Lowest unoccupied orbital energy = 3.3 eV
Energy above the lowest of the compared OMol25 structures with the same formula, charge and spin = 0.0 kJ/mol
Gap between HOMO and LUMO = 4.3522 eV

Atoms and positions in Å:
Rb 1.09 -5.08 19.99
C -0.09 -9.34 19.70
C -0.77 -8.04 19.20
C -1.87 -7.48 20.11
C -3.02 -8.25 20.44
C -4.01 -7.71 21.24
C -3.84 -6.37 21.64
C -2.67 -5.72 21.37
N -1.67 -6.26 20.64
N 1.35 -9.17 19.89
C 1.94 -9.90 21.02
C 1.47 -9.38 22.34
C 2.30 -8.60 23.17
C 1.89 -8.30 24.49
C 0.68 -8.80 24.93
C -0.10 -9.56 24.04
N 0.27 -9.82 22.80
C 2.14 -9.21 18.67
C 3.33 -8.32 18.67
C 4.36 -8.55 17.74
C 5.52 -7.80 17.84
C 5.59 -6.79 18.80
C 4.54 -6.59 19.67
N 3.45 -7.39 19.63
H -0.25 -10.15 18.90
H -0.50 -9.69 20.65
H -1.18 -8.27 18.20
H -0.01 -7.24 19.01
H -3.09 -9.25 20.01
H -4.89 -8.31 21.48
H -4.64 -5.88 22.20
H -2.48 -4.70 21.71
H 3.06 -9.78 20.96
H 1.69 -10.99 20.92
H 3.27 -8.19 22.83
H 2.52 -7.69 25.14
H 0.32 -8.65 25.94
H -1.03 -10.02 24.36
H 1.48 -8.89 17.87
H 2.43 -10.26 18.41
H 4.27 -9.32 16.99
H 6.37 -7.97 17.19
H 6.52 -6.20 18.92
H 4.55 -5.85 20.42
N 2.88 -3.90 15.59
C 2.27 -5.16 15.62
N 1.92 -5.89 14.57
N 1.34 -6.99 15.08
N 1.31 -6.85 16.48
N 1.87 -5.71 16.81
C 2.78 -2.99 16.61
N 3.25 -1.74 16.55
N 2.75 -1.11 17.63
N 2.02 -2.01 18.31
N 2.03 -3.17 17.73
H 3.39 -3.64 14.71
C -2.49 -2.93 26.96
C -1.57 -4.16 26.81
C -0.56 -4.25 27.95
C -2.48 -5.37 26.77
C -0.76 -4.08 25.51
C 0.34 -4.93 25.25
C 0.85 -4.93 23.96
N 0.50 -4.10 22.98
C -0.38 -3.15 23.32
C -1.09 -3.19 24.53
C -0.62 -2.06 22.34
C -1.27 -0.86 22.73
C -1.57 0.11 21.80
C -1.15 -0.13 20.47
C -0.55 -1.32 20.17
N -0.29 -2.31 21.05
C -2.39 1.36 22.08
C -3.78 1.32 21.44
C -2.67 1.53 23.59
C -1.58 2.60 21.66
H -2.98 -3.00 27.95
H -3.31 -2.93 26.27
H -1.94 -1.99 26.98
H -1.06 -4.22 28.90
H 0.12 -3.38 27.94
H 0.00 -5.19 27.86
H -3.08 -5.31 27.66
H -1.89 -6.29 26.80
H -3.12 -5.41 25.90
H 0.71 -5.61 25.97
H 1.62 -5.65 23.65
H -1.92 -2.51 24.72
H -1.54 -0.72 23.78
H -1.30 0.59 19.68
H -0.19 -1.54 19.15
H -4.37 0.48 21.85
H -3.74 1.22 20.35
H -4.28 2.24 21.66
H -3.30 0.73 24.05
H -3.10 2.50 23.84
H -1.69 1.52 24.09
H -1.36 2.54 20.59
H -0.61 2.59 22.19
H -2.12 3.54 21.85
C -4.42 -1.71 15.98
As -3.02 -3.14 16.42
C -3.78 -4.83 15.64
C -1.55 -2.73 15.18
S -1.62 -3.61 17.93
H -4.21 -1.24 15.01
H -4.40 -0.94 16.78
H -5.43 -2.12 15.96
H -4.40 -4.55 14.78
H -4.42 -5.31 16.36
H -2.96 -5.49 15.34
H -1.94 -2.31 14.24
H -0.92 -3.61 15.01
H -0.91 -2.01 15.72
S 4.11 -4.91 24.45
C 3.86 -4.90 22.84
N 3.60 -4.74 21.69

=====

No. 6
C6H9N | ωB97M-V/def2-TZVPD

Net charge = 0
Lowest unoccupied orbital energy = 0.1 eV
Energy above the lowest of the compared OMol25 structures with the same formula, charge and spin = 485.1 kJ/mol
Gap between HOMO and LUMO = 8.6023 eV

Atoms and positions in Å:
C 0.74 -0.18 2.14
C 0.30 -0.22 0.65
C -0.81 -1.16 0.38
C -1.49 -0.58 -0.81
N -0.90 0.69 -1.28
C 0.46 0.60 -1.77
C 0.19 0.99 -0.35
H 1.33 -1.08 2.35
H -0.12 -0.22 2.83
H 1.35 0.69 2.39
H -1.56 -1.33 -1.62
H -2.53 -0.39 -0.50
H 0.71 1.31 -2.56
H 0.90 -0.40 -1.94
H 1.10 -0.75 0.13
H 0.32 2.02 -0.03

=====

No. 7
C5H14 | ωB97M-V/def2-TZVPD

Net charge = 0
Lowest unoccupied orbital energy = 1.1 eV
Energy above the lowest of the compared OMol25 structures with the same formula, charge and spin = 39.6 kJ/mol
Gap between HOMO and LUMO = 12.4038 eV

Atoms and positions in Å:
C 0.62 2.94 0.42
C -0.81 2.41 0.32
H 0.63 4.01 0.58
H 1.17 2.43 1.21
H 1.18 2.69 -0.48
H -1.04 1.77 1.18
H -0.92 1.79 -0.53
H -1.61 3.14 0.31
C -0.12 -1.38 -0.51
C -0.71 -2.04 0.76
C 1.02 -2.21 -1.09
H -0.91 -1.34 -1.27
H 0.15 -0.34 -0.36
H -0.35 -1.52 1.63
H 1.75 -1.68 -1.70
H 1.65 -2.60 -0.29
H -0.55 -3.11 0.73
H -1.79 -1.90 0.72
H 0.64 -3.06 -1.64

=====

No. 8
C12H14OSe | ωB97M-V/def2-TZVPD

Net charge = 0
Lowest unoccupied orbital energy (spin up / spin down) = 0.6 / 0.6 eV
Energy above the lowest of the compared OMol25 structures with the same formula, charge and spin = 213.9 kJ/mol
Gap between HOMO and LUMO (spin up / spin down) = 8.0839 / 8.0844 eV

Atoms and positions in Å:
C -0.89 3.28 -2.94
C -1.50 2.12 -3.33
C -0.20 3.32 -1.70
C -1.43 1.00 -2.48
C -0.09 2.24 -0.90
C -0.67 1.09 -1.33
C -1.59 0.21 1.42
C -1.26 -0.78 2.55
C 1.90 -0.66 0.61
C 0.92 -2.92 -0.09
C 0.08 -1.02 2.79
C 0.76 -1.47 0.35
O 1.84 0.56 0.73
Se -0.76 -0.61 -0.29
H -1.14 4.17 -3.57
H -2.23 2.29 -4.12
H 0.44 4.10 -1.34
H -2.02 0.15 -2.75
H 0.47 2.21 0.03
H -2.70 0.28 1.37
H -1.08 1.24 1.54
H -2.15 -1.40 2.72
H 2.84 -1.23 0.79
H -0.08 -3.43 0.06
H 1.64 -3.32 0.66
H 1.28 -3.03 -1.08
H 0.36 -1.87 3.38
H 0.83 -0.28 2.77

=====

No. 9
C20H21N3O5S | ωB97M-V/def2-TZVPD

Net charge = 0
Lowest unoccupied orbital energy = 0.4 eV
Energy above the lowest of the compared OMol25 structures with the same formula, charge and spin = 68.8 kJ/mol
Gap between HOMO and LUMO = 8.0948 eV

Atoms and positions in Å:
N -3.97 -1.81 1.63
S -3.50 -1.77 0.02
O -4.61 -2.16 -0.80
O -2.27 -2.53 -0.07
C -3.15 -0.05 -0.19
C -1.96 0.45 0.30
C -1.68 1.81 0.16
C -2.62 2.64 -0.46
C -3.80 2.11 -0.94
C -4.08 0.76 -0.81
H -4.99 0.32 -1.18
H -4.52 2.76 -1.42
H -2.41 3.69 -0.56
N -0.47 2.28 0.67
C -0.03 3.56 0.75
O -0.64 4.54 0.40
C 1.37 3.65 1.38
H 1.62 4.71 1.51
H 1.37 3.13 2.35
O 2.40 3.12 0.55
C 2.62 1.80 0.57
O 1.95 1.03 1.21
C 3.77 1.45 -0.33
C 3.30 1.40 -1.80
H 4.00 1.95 -2.42
H 2.33 1.90 -1.88
C 3.17 -0.03 -2.33
C 2.29 -0.90 -1.49
C 0.92 -0.96 -1.52
N 0.47 -1.86 -0.60
C 1.54 -2.41 0.04
C 1.59 -3.37 1.04
C 2.83 -3.75 1.51
C 4.00 -3.18 0.99
C 3.96 -2.23 0.00
C 2.72 -1.83 -0.49
H 4.88 -1.82 -0.40
H 4.96 -3.51 1.38
H 2.91 -4.49 2.29
H 0.68 -3.81 1.43
H -0.49 -2.15 -0.47
H 0.23 -0.42 -2.13
H 4.17 -0.48 -2.37
H 2.78 0.01 -3.35
H 4.54 2.21 -0.21
H 4.16 0.48 -0.03
H 0.16 1.55 1.01
H -1.25 -0.21 0.77
H -4.95 -2.02 1.73
H -3.41 -2.44 2.19

=====

Copy entry 2 word for word.
C18H47BN18O14 | ωB97M-V/def2-TZVPD

Net charge = 0
Lowest unoccupied orbital energy = -1.3 eV
Gap between HOMO and LUMO = 7.4817 eV

Atoms and positions in Å:
C -0.32 0.98 1.07
C -0.88 -0.11 0.14
C -0.48 -1.51 0.61
C 0.94 -1.84 0.26
C 1.50 -1.71 -0.95
C 2.91 -1.97 -1.18
O 3.53 -1.44 -2.10
C 3.58 -2.88 -0.23
O 4.75 -3.45 -0.60
B 4.86 -3.95 -1.91
O 4.19 -5.08 -2.28
O 5.70 -3.34 -2.79
C 3.04 -3.08 0.97
C 1.82 -2.35 1.36
O 1.58 -2.14 2.53
H -0.96 1.85 1.07
H -0.23 0.62 2.09
H 0.66 1.32 0.72
H -0.52 0.09 -0.87
H -1.96 -0.03 0.10
H -0.51 -1.49 1.70
H -1.14 -2.29 0.22
H 0.90 -1.37 -1.79
H 3.99 -5.02 -3.22
H 5.68 -2.39 -2.62
H 3.49 -3.75 1.70
C -3.31 2.81 2.98
O -2.82 1.81 2.49
N -2.61 3.60 3.85
N -4.59 3.23 2.72
H -2.98 4.43 4.28
H -1.67 3.33 4.07
H -5.14 2.68 2.07
H -4.98 4.05 3.13
C 6.41 -4.81 2.60
O 5.30 -4.52 3.02
N 6.79 -4.55 1.32
N 7.35 -5.40 3.39
H 7.70 -4.76 0.96
H 6.10 -4.12 0.72
H 7.09 -5.60 4.34
H 8.27 -5.64 3.07
C -5.91 0.61 -0.38
O -5.72 1.17 0.69
N -6.10 -0.75 -0.46
N -5.92 1.28 -1.57
H -6.25 -1.24 -1.32
H -6.08 -1.26 0.41
H -5.78 2.28 -1.56
H -6.07 0.82 -2.45
C 4.65 2.52 -2.99
O 4.55 3.73 -3.04
N 3.66 1.72 -2.49
N 5.76 1.86 -3.43
H 3.73 0.71 -2.45
H 2.83 2.16 -2.16
H 6.51 2.41 -3.80
H 5.86 0.86 -3.40
C -4.76 4.08 -3.52
O -5.21 4.00 -2.39
N -3.46 4.42 -3.76
N -5.53 3.83 -4.63
H -3.07 4.49 -4.68
H -2.88 4.60 -2.97
H -6.49 3.58 -4.49
H -5.18 3.89 -5.57
C 3.62 -2.04 5.63
O 2.69 -1.28 5.85
N 3.84 -2.55 4.39
N 4.48 -2.44 6.61
H 4.58 -3.21 4.18
H 3.23 -2.25 3.65
H 4.32 -2.09 7.54
H 5.24 -3.08 6.45
C -8.89 5.56 -5.40
O -8.67 4.47 -5.90
N -10.10 6.19 -5.53
N -7.95 6.21 -4.66
H -10.30 7.08 -5.13
H -10.80 5.73 -6.07
H -7.06 5.75 -4.56
H -8.09 7.10 -4.22
C 1.22 2.95 5.92
O 0.30 3.72 6.15
N 2.44 3.39 5.46
N 1.13 1.60 6.09
H 3.21 2.78 5.26
H 2.55 4.38 5.32
H 0.25 1.24 6.41
H 1.87 0.95 5.90
C 0.14 -4.76 -3.14
O 0.26 -3.58 -2.89
N -0.89 -5.25 -3.89
N 1.03 -5.70 -2.70
H -1.01 -6.22 -4.11
H -1.56 -4.58 -4.23
H 1.79 -5.39 -2.11
H 0.94 -6.68 -2.89